No. 1
The following is a quantum chemistry calculation of the molecule C6H7OPS3 in a non-equilibrium geometry, from the Open Molecules 2025 dataset.

Geometry as ORCA input:
```
! RIJCOSX wB97M-V def2-TZVPD def2/J DEFGRID3
* xyz 0 1
O -2.12813 0.92127 -2.50161
P -0.63820 0.35513 -2.52425
S 0.71177 1.40944 -3.46577
S -0.97496 -1.56388 -3.26480
S 0.99997 -2.17714 -3.00481
C -0.03307 0.10444 -0.34461
C 1.24529 0.30261 0.05662
C 1.44653 0.31369 1.43325
C 0.43604 0.14579 2.35308
C -0.86122 -0.03811 1.85909
C -1.09590 -0.04670 0.52900
H -2.37764 0.81819 -1.52498
H 1.21868 -2.36412 -4.31375
H 2.08379 0.15048 -0.56645
H 2.37715 0.56568 1.90718
H 0.49222 0.51086 3.33199
H -1.66163 -0.06171 2.49402
H -2.07187 -0.34136 0.10884
*
```

Computed properties:
relative energy (zero: lowest compared OMol25 entry of this formula, charge and spin): 0.0 kJ/mol
gap between HOMO and LUMO: 8.7 eV
SMILES: O[P@](=S)(SS)c1ccccc1
electronic energy: -1843.9820 a.u.



No. 2
The following is a quantum chemistry calculation of a cluster of 2 separate species, C6H7OS3 in total in a non-equilibrium geometry, from the Open Molecules 2025 dataset.

Geometry as ORCA input:
```
! RIJCOSX wB97M-V def2-TZVPD def2/J DEFGRID3
* xyz -1 1
C -1.71718 -1.42923 -0.28261
C -0.25241 -1.44693 -0.34051
C -2.37284 -0.28046 -0.14291
C 0.38057 -0.33978 -0.02809
C -1.66891 1.04711 -0.10167
C -0.21939 0.92317 0.41601
O 3.51913 0.38838 1.62835
S 4.36590 -1.55072 -0.33669
S 3.74085 1.67714 -0.94228
S 3.38427 0.08861 0.19751
H -2.24221 -2.37461 -0.33810
H 0.24336 -2.36440 -0.61742
H -3.45475 -0.25606 -0.11155
H -1.65883 1.46291 -1.11643
H -2.22373 1.74733 0.53007
H -0.19539 0.93288 1.51270
H 0.37156 1.77465 0.07362
*
```

Computed properties:
relative energy (zero: lowest compared OMol25 entry of this formula, charge and spin): 155.8 kJ/mol
gap between HOMO and LUMO (spin up / spin down): 5.7 / 5.7 eV
electronic energy: -1502.5432 a.u.



No. 3
The following is a quantum chemistry calculation of the molecule C6H7P in a non-equilibrium geometry, from the Open Molecules 2025 dataset.

Geometry as ORCA input:
```
! RIJCOSX wB97M-V def2-TZVPD def2/J DEFGRID3
* xyz 0 1
C -1.58936 1.17334 0.01157
C -0.23887 0.81230 -0.38740
C -2.75401 0.54806 0.31745
C 2.60024 -1.45463 0.20925
C 1.81074 -0.50827 -0.30871
C 0.44351 -0.26493 -0.10930
P -3.60308 -0.83725 -0.14372
H -1.50827 2.18028 0.38120
H 0.05926 1.63512 -1.03329
H -3.34905 1.23132 0.75958
H 3.72248 -1.47232 -0.02828
H 2.31196 -2.34244 0.67008
H 2.25324 0.35320 -0.75416
H -0.15879 -1.05380 0.41573
*
```

Computed properties:
relative energy (zero: lowest compared OMol25 entry of this formula, charge and spin): 441.7 kJ/mol
gap between HOMO and LUMO (spin up / spin down): 6.6 / 6.7 eV
electronic energy: -573.9927 a.u.